Computed, not measured: a 3-piece molecular cluster, C25H25FO6S overall at a distorted geometry, with ωB97M-V/def2-TZVPD.

XYZ file:
```
58
Properties=species:S:1:pos:R:3:forces:R:3
C 6.50193 -2.75738 -2.93442 -0.2491 0.1558 0.1046
C 5.48911 -3.90412 -2.38191 0.4274 0.2861 1.2794
S 5.13251 -5.19509 -3.69818 0.2593 -0.0029 0.6634
C 3.95806 -6.46099 -2.93034 -0.2407 1.2411 0.9313
C 2.62778 -5.64973 -2.55049 -3.0317 1.7225 0.4526
C 1.86666 -5.76757 -1.19636 -0.8173 1.8466 -1.9987
C 0.58816 -4.92086 -0.84111 1.7611 0.5002 -3.6749
C 0.05762 -3.92064 -1.89347 2.5193 -1.5309 -0.6397
C 0.81329 -3.80394 -3.27392 0.7216 -1.3741 2.0105
C 2.07714 -4.65137 -3.60726 -2.3959 0.3082 2.8176
C 0.20037 -2.72876 -4.31271 -0.0349 -0.5806 -1.2761
O 0.07917 -2.98783 -5.53150 0.6171 1.1924 4.0777
C -0.27221 -1.34681 -3.62521 -0.9932 2.5329 2.0426
C -0.01727 0.05564 -4.21814 -1.4571 -0.0613 2.7370
C -0.49986 1.31213 -3.40572 -0.8076 -2.3082 1.4688
F -0.28405 2.65448 -3.87519 -0.3388 -3.5017 0.8690
C -1.24702 1.19104 -2.05061 1.3216 -2.7826 -1.7471
C -1.51489 -0.21606 -1.45519 1.9786 -0.0058 -3.7587
C -1.01322 -1.45647 -2.23739 0.5650 1.7097 -1.0148
C -1.21272 -2.95070 -1.65702 -1.3275 -0.2767 0.4781
O -2.27668 -3.32245 -1.09798 3.9919 1.3228 -1.6901
H 6.66468 -2.82395 -4.07125 -0.1988 0.0313 1.7783
H 7.51074 -2.82033 -2.37902 -1.5825 -0.0737 -1.0871
H 6.08116 -1.71148 -2.70222 0.5143 -1.6596 -0.4175
H 4.50902 -3.46116 -1.97844 1.4053 -0.6120 -0.8254
H 6.02964 -4.38164 -1.47738 -1.0358 0.4877 -1.5003
H 4.48837 -6.89577 -2.00081 -1.1500 0.4921 -1.5245
H 3.80576 -7.24620 -3.75185 0.1341 1.1809 1.3328
H 2.27616 -6.50189 -0.41219 -0.7492 1.3124 -1.3506
H 0.08164 -5.02305 0.17324 0.8025 0.1191 -1.6482
H 2.57782 -4.46895 -4.62700 -0.8544 -0.4768 1.9284
H 0.54007 0.17168 -5.21241 -1.0350 -0.1261 1.7213
H -1.57037 2.13062 -1.49321 0.5046 -1.5423 -1.0569
H -2.06129 -0.38118 -0.47129 0.8621 0.4041 -1.5597
O -3.62395 3.24711 -1.40590 0.5093 0.0410 0.7544
C -3.57627 3.42171 -0.21439 -0.4217 -0.2611 -0.9453
C -4.68333 3.98107 0.63677 0.0383 0.4158 0.3554
C -3.95328 4.33650 1.91502 -0.2770 0.4073 0.3955
C -2.82616 3.33165 1.93713 0.3647 0.0081 0.6359
O -2.50690 3.09311 0.56025 -0.2494 0.0583 -0.5419
H -5.43490 3.20473 0.79911 -0.0141 0.0500 -0.1604
H -5.13065 4.85916 0.17136 -0.1137 -0.3197 -0.1874
H -4.58276 4.29667 2.80556 0.1298 -0.0381 -0.0338
H -3.54554 5.34923 1.83538 0.0023 -0.1219 0.0674
H -3.12320 2.38333 2.39568 0.0071 0.0185 -0.0563
H -1.94799 3.71567 2.45695 -0.0102 -0.1712 -0.2455
O -0.64256 5.82400 4.10396 -0.5060 -0.7574 0.2296
C -1.08340 5.19774 5.03219 0.3942 0.9599 -0.6541
C -0.78504 5.45094 6.48455 0.1615 -0.3784 0.3594
C -1.26282 4.17018 7.13536 0.1982 -0.1367 0.6161
C -2.36784 3.72447 6.20626 -0.3518 -0.3774 0.2742
O -1.96957 4.17152 4.90487 0.2387 0.2045 -0.1634
H -1.35942 6.31751 6.82043 0.1255 0.0494 -0.0916
H 0.28117 5.60991 6.64427 -0.1596 0.3071 -0.1637
H -1.59394 4.29916 8.16717 -0.0363 -0.0672 -0.1107
H -0.45415 3.43246 7.13052 -0.1135 0.0491 0.0154
H -3.32974 4.18364 6.45350 0.0500 -0.0062 -0.0377
H -2.48500 2.63930 6.20193 -0.0527 0.1355 -0.2349
```
Forces are in eV/Å.

## Properties
Max |F|, hartree/bohr: 0.08814
Total charge: 0
HOMO energy, eV: -8.6
Energy above the lowest of the compared OMol25 structures with the same formula, charge and spin, kJ/mol: 302.6


Computed, not measured: an isolated ion of composition C5H10NO and charge -1 at a distorted geometry, with ωB97M-V/def2-TZVPD.

XYZ file:
```
17
Properties=species:S:1:pos:R:3:forces:R:3
O 0.51997 1.39359 -1.97315 0.0720 -0.0936 0.3526
C -0.54922 1.38344 -1.15789 -0.0900 0.2813 -1.1163
C -0.66243 0.18158 -0.19042 -0.3329 -0.1723 2.0396
C 0.17863 -1.01424 -0.55536 0.1112 -0.1943 -1.3186
C 0.71336 -1.63822 0.74542 -0.5353 0.1481 -0.4347
C 0.11365 -0.74265 1.86152 -0.0567 -1.3450 0.4247
N -0.15206 0.48481 1.18408 1.1449 0.6246 -0.4143
H -0.64197 2.32205 -0.54397 -0.0861 -0.1971 0.2668
H -1.51117 1.35609 -1.74621 -0.1370 0.0053 0.1098
H -1.71112 -0.13194 0.00851 -0.0585 0.1240 -0.6743
H -0.35884 -1.69468 -1.22703 -0.1526 -0.1524 0.3751
H 0.95035 -0.59268 -1.21688 0.1652 -0.0508 0.3814
H 0.47161 -2.69540 0.86996 -0.1989 0.0058 0.0160
H 1.80022 -1.58237 0.68871 0.0822 0.1558 0.5002
H -0.78949 -1.15839 2.37414 -0.0487 -0.3375 -0.7447
H 0.82313 -0.80859 2.69616 0.3010 1.1269 -0.0074
H -0.73258 1.14812 1.66088 -0.1799 0.0711 0.2443
```
Forces are in eV/Å.

## Properties
Max |F|, hartree/bohr: 0.04033
Total charge: -1
HOMO energy, eV: -2.2
Energy above the lowest of the compared OMol25 structures with the same formula, charge and spin, kJ/mol: 41.1


Computed, not measured: a 2-piece molecular cluster, C4H8O2 overall, with ωB97M-V/def2-TZVPD.

XYZ file:
```
14
Properties=species:S:1:pos:R:3:forces:R:3
C 0.36811 -1.67679 0.16527 0.0147 0.0107 0.0674
C 0.28626 -0.58283 -0.86298 0.1171 0.1694 0.0009
C 0.89885 0.60062 -0.80220 -0.2365 -0.1730 -0.2821
O 1.69949 1.06614 0.19599 0.0607 -0.1849 0.1984
H 0.77325 -1.33402 1.12651 -0.0514 -0.0537 -0.1386
H -0.62583 -2.08765 0.37226 0.1319 0.0626 -0.0364
H 0.99889 -2.50635 -0.17689 -0.0943 0.1204 0.0434
H -0.32892 -0.76747 -1.73885 0.1104 0.0569 0.0968
H 0.78738 1.34941 -1.58110 -0.0099 -0.1401 0.0817
H 1.85569 0.35665 0.83363 0.0007 0.1237 -0.0583
C -1.67360 1.39462 0.61502 -0.2557 -0.0340 -0.1109
O -2.75141 1.17970 0.12296 0.4388 0.0933 0.2390
H -1.22147 0.72316 1.37319 -0.1076 0.0285 -0.0857
H -1.06669 2.28481 0.35719 -0.1189 -0.0797 -0.0154
```
Forces are in eV/Å.

## Properties
Max |F|, hartree/bohr: 0.00988
Total charge: 0
HOMO energy, eV: -9.1
Energy above the lowest of the compared OMol25 structures with the same formula, charge and spin, kJ/mol: 215.5


Computed, not measured: a 10-piece molecular cluster, C18H45BF4N3O6 overall at a distorted geometry, with ωB97M-V/def2-TZVPD.

XYZ file:
```
77
Properties=species:S:1:pos:R:3:forces:R:3
B 0.71198 0.73274 -0.04414 -0.3820 -0.7918 0.5216
F 1.92902 0.20512 -0.49834 -0.4611 0.0444 0.0100
F 0.13230 -0.20039 0.94389 0.8474 1.0571 -0.4958
F 0.90038 1.98771 0.48442 0.6622 0.3002 0.9499
F -0.25214 0.88408 -1.00708 -0.3923 -0.1100 -0.8791
C 3.60078 1.30093 -3.28399 -1.9982 -3.9528 1.1581
C 4.51122 0.33881 -3.97848 5.1110 -3.0936 -4.5827
N 5.33382 -0.31132 -4.64548 -5.9440 4.4913 4.8474
H 3.24643 2.14569 -3.78260 0.0643 1.2307 -1.2890
H 2.62688 0.74338 -2.92708 1.6691 0.6354 -1.1381
H 3.94530 1.52790 -2.31496 1.0874 0.5859 0.9949
C -2.74296 2.65403 -0.43612 -2.4868 -1.0035 -2.2125
C -3.86776 3.60748 -0.10400 4.2561 -1.7776 0.2072
N -4.60460 4.39180 0.23426 -2.2738 1.8203 0.5527
H -2.30744 2.02355 0.42771 -0.4338 1.7095 -1.3987
H -3.52372 1.93247 -0.94676 2.1637 0.3747 0.4204
H -2.07654 3.10255 -1.31882 -1.1948 -1.1314 2.5105
C 3.29628 -0.72610 2.54446 2.8727 1.7259 1.9849
C 2.23385 -0.68431 3.56056 4.8862 -0.4511 -3.2099
N 1.41592 -0.66810 4.31105 -4.0814 0.1094 3.6266
H 4.39159 -0.17201 2.89876 -3.4290 -1.2003 -0.5294
H 3.67869 -1.75299 2.39280 -0.9639 0.6101 -0.8434
H 2.85289 -0.05507 1.81098 0.6692 -0.8489 -1.1332
C -2.23829 2.52463 4.26810 -1.9935 1.9393 -2.0312
C -1.04760 1.86892 3.59472 0.0291 -3.3386 2.6444
O -1.51745 0.78595 2.75666 -2.1174 1.5630 0.1346
H -2.91307 3.01923 3.43704 1.1250 -1.2031 1.1289
H -2.16039 3.42113 4.90616 1.0524 -0.5692 -0.0066
H -2.89878 1.84579 4.79306 0.1535 -0.4641 0.0173
H -0.47161 1.15759 4.29318 -0.2502 2.1330 -0.0247
H -0.37524 2.51759 3.09778 0.4174 0.8494 -0.6554
H -0.78729 0.55271 2.22385 1.2538 -0.8031 -1.1378
C 0.19152 -4.86419 1.41901 -3.8005 1.9776 0.6100
C -0.04895 -3.35188 1.60179 -1.4442 -2.6153 -5.7754
O 0.82152 -2.65716 0.61830 0.6469 -9.6602 0.2748
H -0.38580 -5.50445 2.05169 -0.5262 0.0359 1.1487
H 1.12605 -4.94657 1.67376 5.5459 -1.5872 0.4508
H -0.18271 -5.18022 0.48151 0.6040 0.0126 -1.4678
H 0.06874 -2.88147 2.46019 0.7983 1.4610 4.4300
H -1.12942 -3.38842 1.36533 0.2002 1.4756 -0.3384
H 0.62208 -1.83516 0.69948 -1.8755 8.4903 0.7089
C 0.10842 6.60318 0.02506 -1.6479 -0.5208 -0.1285
C 0.81998 5.28547 0.47762 -2.7343 6.1304 8.2569
O -0.10151 4.39266 1.04798 -1.3405 1.5422 0.7552
H -0.19577 7.14618 0.99328 0.1001 -0.5751 -1.8146
H -0.82475 6.39972 -0.72422 1.9252 0.1821 2.2497
H 0.73780 7.23743 -0.61289 0.2588 -0.0813 0.5690
H 1.63728 5.53554 1.33317 -1.3592 -0.3126 -2.2286
H 1.13303 4.80331 -0.23720 4.3851 -4.2866 -7.6785
H 0.34675 3.57892 0.96498 0.2316 -1.8732 0.0635
C -4.28679 -1.77291 -0.15429 1.0399 -0.1756 -0.3663
C -3.26811 -1.06845 0.84244 -2.4495 -4.7121 0.5089
O -3.91851 -0.03358 1.39638 -0.9668 1.5113 0.8060
H -4.47529 -1.41350 -1.27532 0.9685 -0.5850 2.5337
H -5.24816 -1.79310 0.33264 -0.4379 0.3009 0.2153
H -3.94445 -2.81277 -0.05513 -0.2405 -0.0265 -1.0971
H -2.37368 -0.87942 0.43249 3.2097 1.4853 -2.2014
H -2.84170 -1.91821 1.61389 -1.6556 1.5736 -1.0514
H -3.27361 0.44799 1.90605 0.5458 0.6644 0.7479
C 3.26928 -3.55916 -3.35249 1.2186 -1.1026 3.2891
C 3.02799 -3.13866 -1.85037 -4.9032 4.2292 -4.1645
O 3.51594 -1.84234 -1.68531 -1.6246 3.1659 0.8259
H 2.71556 -2.89239 -3.91022 -1.9853 0.5596 -1.6797
H 3.14420 -4.65916 -3.35671 -0.3999 0.6424 -0.9698
H 4.28443 -3.28670 -3.67687 0.0979 -0.3583 0.6593
H 3.39129 -3.74303 -1.19987 2.9146 -4.1426 4.1183
H 1.92230 -2.92703 -1.43431 1.6473 -1.9410 -1.7251
H 2.65183 -1.29607 -1.50219 3.1102 -1.0612 -0.3432
C -1.16502 -2.90403 -3.49137 -2.9576 -0.0045 -0.0888
C -1.06385 -1.87909 -2.47420 -2.4482 3.4994 1.3889
O -0.72617 -0.64710 -3.11259 0.7903 0.3144 0.1110
H -0.28896 -3.24175 -3.93260 1.6967 -0.8408 -0.4986
H -1.83902 -2.50203 -4.25921 0.2716 -0.1551 -0.1264
H -1.77832 -3.60940 -2.94745 0.2526 -1.3166 -0.4237
H -0.35245 -2.11752 -1.65701 -0.6635 0.0834 -0.1296
H -2.24179 -1.61781 -2.10392 3.1338 -1.3271 -0.1385
H -0.60368 0.03283 -2.42286 -0.0512 -0.5166 -0.4276
```
Forces are in eV/Å.

## Properties
Max |F|, hartree/bohr: 0.20694
Total charge: -1
HOMO energy, eV: -7.1
Energy above the lowest of the compared OMol25 structures with the same formula, charge and spin, kJ/mol: 180.9


Computed, not measured: the molecule C8H8N2O2 at a distorted geometry, with ωB97M-V/def2-TZVPD.

XYZ file:
```
20
Properties=species:S:1:pos:R:3:forces:R:3
C 0.34731 -2.12237 0.35004 2.9899 0.9108 0.1822
C 0.89458 -0.70343 0.33163 -3.6098 0.8225 2.0156
C 1.39949 -0.07401 -0.83640 0.3814 -0.5606 0.2253
C 1.46270 1.26448 -0.81682 0.3441 -0.2253 -0.5139
C 0.72289 2.10973 0.09557 -0.0082 0.6702 0.1040
C -0.52135 1.75895 0.45474 -0.9801 -0.8050 -0.0496
C -1.08001 0.34817 0.27466 3.8619 1.9991 -0.3566
C -1.44442 -0.27577 1.42676 -2.2068 -1.3280 2.4840
N -1.87479 -0.77651 2.38132 0.6591 0.2815 -0.4874
N -1.69247 -0.01756 -0.93883 0.4954 -0.2106 1.2173
O -2.21014 -1.10348 -0.92348 -1.1671 -1.6357 -0.5708
O -1.54327 0.68706 -1.89766 0.1158 1.1347 -1.3133
H -0.22263 -2.33197 -0.50232 -0.7358 -0.1617 -1.4678
H -0.16893 -2.53575 1.19350 0.0117 0.5000 0.7664
H 1.32314 -2.61148 0.24185 -0.1489 -0.9210 -0.0068
H 1.18561 -0.16673 1.30413 -0.6155 -1.1419 -1.3185
H 1.62575 -0.75408 -1.64751 0.4215 0.4848 -0.3685
H 1.95531 1.80148 -1.59866 0.1641 0.1668 -0.5937
H 1.14416 3.12674 0.20442 -0.7059 -0.5777 0.2108
H -1.30292 2.37653 0.90309 0.7332 0.5972 -0.1587
```
Forces are in eV/Å.

## Properties
Max |F|, hartree/bohr: 0.08485
Total charge: 0
HOMO energy (spin up / spin down), eV: -8.7 / -8.7
Energy above the lowest of the compared OMol25 structures with the same formula, charge and spin, kJ/mol: 660.3


Computed, not measured: a 4-piece molecular cluster, C16H41FN4O6P2S2 overall at a distorted geometry, with ωB97M-V/def2-TZVPD.

XYZ file:
```
72
Properties=species:S:1:pos:R:3:forces:R:3
O 0.96264 -1.01432 0.79637 0.3329 -0.8513 0.3052
C 1.51352 -2.05655 1.06978 -0.2684 0.3812 -0.3485
N 0.97286 -3.16611 1.72481 1.0203 0.8753 -0.0827
C 2.00642 -4.19504 1.88169 -0.7491 0.0979 0.4539
C 3.31700 -3.74852 1.12464 -1.5496 -0.2837 0.5835
P 3.30094 -4.73268 -0.45330 1.1591 0.4803 -1.2307
S 4.17121 -3.87816 -1.96338 -0.2020 -0.0541 0.1622
P 4.81047 -4.03539 2.16145 1.5551 -1.2868 -0.7481
O 4.32131 -4.19666 3.67805 -0.4293 0.6420 -0.1107
O 5.66942 -2.72298 2.20672 0.0857 -0.0262 0.3376
S 5.86216 -5.53479 1.58086 -0.2986 0.0788 -0.0325
C 2.99813 -2.31176 0.77267 -0.2399 0.8608 -0.7418
F 3.68325 -1.37413 1.52982 -0.1121 0.2547 0.3984
H 0.64673 -2.79573 2.61588 -0.9720 -0.0984 -0.0628
H 2.12256 -4.33706 2.94544 0.3548 -0.1217 0.2393
H 1.57506 -5.11003 1.49776 0.2737 -0.4609 -0.2074
H 3.88549 -5.96174 -0.15294 -0.3665 -0.1587 0.4383
H 1.93692 -4.99454 -0.65786 -0.1154 0.0012 0.2677
H 3.81097 -5.01025 3.71135 0.0463 -0.3696 0.4823
H 5.24371 -2.03106 2.72302 0.0002 0.4477 -0.0720
H 3.17927 -2.04762 -0.26277 0.3450 -0.1757 -0.2668
C 0.34198 4.32536 -1.31168 -0.0056 0.0208 0.1228
O 0.28310 3.03026 -0.74308 -0.0232 0.1149 -0.0469
C 0.34367 1.96626 -1.67346 -0.1401 -0.3584 -0.0492
C 1.75786 1.58003 -2.12636 0.0947 0.2695 0.0647
C 2.36804 2.55143 -3.13173 -0.0020 -0.0489 -0.1408
N 2.67487 1.42057 -0.99695 -0.1050 -0.1671 0.1043
H -0.16170 4.35859 -2.28191 0.0177 -0.0161 -0.0336
H 1.37379 4.66868 -1.42224 -0.0149 0.0184 -0.0888
H -0.16829 5.00650 -0.63038 -0.0130 -0.0251 0.0166
H -0.08622 1.10452 -1.15436 0.0401 0.0211 0.0824
H -0.30187 2.18157 -2.53452 0.1051 0.0820 -0.0659
H 1.67208 0.60852 -2.62287 -0.0731 -0.0353 0.0301
H 2.71157 3.46838 -2.65406 -0.0320 0.0161 0.0531
H 3.23345 2.09651 -3.61204 0.0376 -0.0158 0.0382
H 1.65041 2.81813 -3.91048 -0.0136 0.0176 0.0129
H 2.31591 0.69492 -0.38097 0.0111 -0.0504 -0.0267
H 2.62188 2.26598 -0.43673 0.0808 0.0746 -0.0244
C -6.02835 1.55595 -4.69413 -0.0554 0.0891 0.1119
O -5.28696 1.37002 -3.50381 -0.0646 0.0057 -0.0899
C -4.10451 0.60933 -3.63721 0.1405 -0.1489 0.1619
C -2.88607 1.39563 -4.13800 -0.1213 0.1750 -0.1743
C -2.91584 1.69270 -5.63382 0.0824 -0.0686 -0.0695
N -2.69848 2.65218 -3.40794 -0.0500 -0.1353 0.1801
H -5.96775 0.67898 -5.34486 0.0358 -0.0043 -0.0308
H -5.69399 2.43986 -5.24263 0.0137 -0.0551 -0.0854
H -7.06949 1.70845 -4.41162 0.0051 -0.0146 0.0318
H -3.88081 0.24669 -2.63078 -0.0271 0.0314 0.0306
H -4.28881 -0.27405 -4.26316 0.0181 0.0437 -0.0790
H -2.00976 0.76783 -3.94762 -0.0189 -0.0479 0.0620
H -3.60510 2.50120 -5.87477 -0.0484 0.0053 0.0391
H -1.92810 2.00201 -5.97305 0.0178 0.0393 0.0271
H -3.20742 0.81069 -6.20688 -0.0180 -0.0020 -0.0005
H -2.56952 2.44358 -2.42127 0.0919 0.0394 0.0058
H -3.57684 3.16158 -3.44067 0.0010 0.0756 -0.0813
C -0.56389 1.84264 5.79576 0.1259 -0.0432 0.0726
O -0.74681 0.46650 6.08025 0.0166 0.1033 -0.0209
C -1.87309 -0.13376 5.47770 -0.0967 -0.1989 0.0807
C -1.66043 -0.57681 4.02606 0.0681 0.3062 -0.2544
C -1.67115 0.56608 3.01593 -0.1003 -0.0010 -0.0715
N -0.41494 -1.33464 3.86599 0.2009 -0.4902 0.2887
H -1.52143 2.36136 5.69940 -0.0236 -0.0029 -0.0416
H 0.02361 1.99095 4.88704 -0.0753 0.0562 -0.0401
H -0.01385 2.27842 6.62881 -0.0106 -0.0316 0.0256
H -2.08001 -1.02411 6.07771 0.0379 -0.0021 0.0302
H -2.74928 0.52127 5.56351 0.0136 0.0473 -0.0869
H -2.49057 -1.24258 3.77422 -0.0101 -0.0518 0.0646
H -0.74498 1.13865 3.03520 0.0291 -0.0022 0.0344
H -1.77902 0.17271 2.00656 0.0659 -0.0331 -0.0142
H -2.50159 1.24856 3.20390 0.0005 0.0104 0.0255
H -0.45602 -2.15204 4.47190 -0.0736 0.0579 0.0974
H 0.34067 -0.77692 4.25604 -0.0059 0.0971 -0.0425
```
Forces are in eV/Å.

## Properties
Max |F|, hartree/bohr: 0.04186
Total charge: 0
HOMO energy, eV: -8.8


Question: total charge of number 4 (C18H45BF4N3O6)?
Answer: -1